(1)
C36H36Cl52N3O3 | ωB97M-V/def2-TZVPD

HOMO level, eV: -11.30
Charge: +1
Energy relative to the best compared isomer or geometry (same formula, charge and spin), kJ/mol: 391.0
Spin multiplicity: 1
Max |F|, eV/A: 4.51
M, g/mol: 2402.26

Each line ends with the Löwdin charge.
Atoms and positions in Å:
C1 -0.40532 3.64828 3.76869  0.142
C2 0.29873 3.31197 2.84354  -0.046
C3 1.17725 2.68450 1.69323  -0.307
C4 2.09880 3.87486 1.15951  -0.008
C5 1.33644 5.24489 0.93866  -0.398
O1 1.30621 6.04188 1.85084  0.046
N1 0.69259 5.66055 -0.31037  -0.167
C6 1.60277 5.56624 -1.48298  -0.067
C7 -0.61083 4.99235 -0.52840  -0.088
C8 2.12106 1.62292 2.39386  -0.316
O2 1.26015 0.53590 2.82882  -0.278
C9 0.94351 -0.18054 1.60102  -0.088
C10 0.15093 0.65964 0.51712  -0.271
C11 -1.41916 0.32193 0.45696  -0.126
C12 -1.74755 -1.22411 0.38795  -0.194
C13 -3.14691 -1.37694 -0.38820  -0.182
C14 -4.34616 -0.67488 0.41898  -0.190
C15 -5.14282 0.39115 -0.47092  -0.209
C16 -5.68376 1.62354 0.38275  -0.169
C17 -6.49352 2.66427 -0.54342  -0.224
O3 -7.90791 2.63179 -0.31645  -0.267
C18 -8.28656 3.29079 0.90670  -0.126
C19 0.85659 0.36494 -0.88229  -0.101
C20 0.19322 -0.22970 -2.05851  0.014
C21 0.83583 -0.47926 -3.37053  -0.087
N2 2.14778 -0.14337 -3.58174  0.024
C22 2.79907 0.40016 -2.50762  -0.208
C23 2.30821 0.72440 -1.15381  0.021
N3 0.21534 2.15580 0.68219  0.161
H1 -1.28408 4.07441 4.31390  0.078
H2 2.90908 4.06018 1.93182  0.159
H3 2.60721 3.50126 0.21768  0.113
H4 2.58395 5.06137 -1.22388  0.088
H5 1.11715 5.10337 -2.39132  0.096
H6 1.87316 6.62861 -1.77346  0.104
H7 -1.30524 5.69488 -1.09045  0.113
H8 -1.15468 4.70936 0.41855  0.095
H9 -0.48725 4.09260 -1.22837  0.081
H10 3.00887 1.29708 1.78330  0.101
H11 2.51906 2.12030 3.32434  0.112
H12 0.44682 -1.13888 1.91628  0.153
H13 1.95207 -0.49058 1.16878  0.135
H14 -1.98918 0.84645 1.27567  0.129
H15 -1.77618 0.78638 -0.52097  0.122
H16 -0.93824 -1.86949 -0.04770  0.118
H17 -1.97136 -1.55706 1.45356  0.126
H18 -3.41002 -2.47461 -0.41780  0.116
H19 -3.03100 -0.91028 -1.40718  0.095
H20 -3.99693 -0.16422 1.36203  0.096
H21 -5.11928 -1.44440 0.73530  0.119
H22 -4.44708 0.83317 -1.24690  0.106
H23 -6.04615 -0.11808 -0.90841  0.103
H24 -6.37359 1.26067 1.20554  0.124
H25 -4.82447 2.21568 0.81905  0.101
H26 -6.33996 2.35449 -1.62499  0.107
H27 -6.14288 3.72615 -0.34822  0.121
H28 -7.39863 3.64668 1.51126  0.097
H29 -9.02077 4.13269 0.73265  0.099
H30 -8.84065 2.52499 1.53726  0.027
H31 -0.89940 -0.50255 -1.97893  0.090
H32 0.26930 -0.94845 -4.22674  0.122
H33 3.90388 0.65957 -2.69317  -0.023
H34 2.95650 1.19735 -0.36005  0.096
H35 0.46610 2.57702 -0.23452  0.154
H36 -0.72587 2.52580 0.89723  0.154
C24 4.09068 -0.72917 5.13059  -1.933
Cl1 3.33007 0.11168 3.75966  0.770
Cl2 4.69474 0.46669 6.29409  0.525
Cl3 2.89130 -1.76914 5.91788  0.533
Cl4 5.44085 -1.71933 4.54571  0.506
C25 3.47827 -3.34717 -5.22767  -2.019
Cl5 1.90272 -3.85961 -4.58761  0.516
Cl6 3.23140 -2.20251 -6.55931  0.520
Cl7 4.41222 -2.56259 -3.94099  0.504
Cl8 4.36333 -4.76103 -5.82129  0.523
C26 6.48447 1.09524 -4.94709  -1.986
Cl9 4.90765 0.58667 -4.30294  0.576
Cl10 6.23650 2.23399 -6.28241  0.538
Cl11 7.42011 1.88320 -3.66209  0.530
Cl12 7.36573 -0.32554 -5.53545  0.533
C27 3.97706 -3.62190 9.29680  -2.017
Cl13 4.52047 -4.15386 10.89835  0.530
Cl14 2.20396 -3.56522 9.26220  0.520
Cl15 4.62424 -2.00689 8.95853  0.466
Cl16 4.55533 -4.76419 8.06763  0.497
C28 6.56153 -5.22546 -9.30878  -2.033
Cl17 7.48346 -5.64171 -10.76396  0.535
Cl18 7.00323 -6.33227 -7.99195  0.477
Cl19 6.93440 -3.55856 -8.82807  0.513
Cl20 4.82552 -5.36404 -9.64870  0.497
C29 7.79546 -4.97525 3.24681  -2.011
Cl21 7.78595 -3.20685 3.10050  0.492
Cl22 6.79850 -5.67786 1.95361  0.496
Cl23 9.45726 -5.57169 3.10190  0.542
Cl24 7.13799 -5.43434 4.82729  0.503
C30 -1.42185 8.73913 3.05713  -2.024
Cl25 -0.86568 7.07119 3.29284  0.546
Cl26 -0.90864 9.30978 1.45855  0.523
Cl27 -3.19212 8.79440 3.16481  0.517
Cl28 -0.72046 9.77795 4.30965  0.534
C31 -11.94683 1.35485 1.50449  -2.017
Cl29 -12.61910 2.20818 0.10403  0.529
Cl30 -11.35241 2.53566 2.68707  0.536
Cl31 -13.20515 0.35153 2.24643  0.534
Cl32 -10.59926 0.32377 0.98186  0.505
C32 -9.06754 0.86940 -3.68726  -2.013
Cl33 -9.02212 2.63797 -3.82395  0.526
Cl34 -10.01452 0.19461 -5.02820  0.512
Cl35 -7.41197 0.22740 -3.74275  0.495
Cl36 -9.81848 0.41761 -2.14769  0.509
C33 -7.17119 0.42910 -7.91392  -2.019
Cl37 -6.33065 1.21950 -9.26064  0.526
Cl38 -8.55296 -0.49022 -8.53751  0.525
Cl39 -6.05361 -0.67345 -7.08550  0.503
Cl40 -7.74599 1.65743 -6.77199  0.480
C34 3.92442 0.90237 11.61069  -2.028
Cl41 4.51080 2.20340 12.66226  0.529
Cl42 2.17507 0.70943 11.82776  0.522
Cl43 4.26758 1.31260 9.91735  0.483
Cl44 4.74238 -0.61318 12.03186  0.501
C35 5.38245 -10.25595 -9.25765  -2.021
Cl45 5.43643 -8.48751 -9.38830  0.468
Cl46 4.42259 -10.92055 -10.59299  0.523
Cl47 7.03131 -10.90452 -9.33487  0.524
Cl48 4.63985 -10.71095 -7.71214  0.518
C36 4.67385 -8.86654 4.90660  -2.025
Cl49 5.45137 -8.04236 3.54291  0.473
Cl50 3.29092 -9.80928 4.32015  0.525
Cl51 5.84062 -9.95011 5.68559  0.530
Cl52 4.11203 -7.65972 6.08093  0.493

=====

(2)
C40H40BrIrN5O2P | ωB97M-V/def2-TZVPD

HOMO level (alpha / beta), eV: -15.28 / -15.28
Charge: +3
Energy relative to the best compared isomer or geometry (same formula, charge and spin), kJ/mol: 101.6
Spin multiplicity: 2
Max |F|, eV/A: 1.51
M, g/mol: 925.89

Each line ends with the Mulliken spin population.
Atoms and positions in Å:
Ir1 0.80370 0.60840 0.85012  -0.002
O1 -2.24574 0.81841 -1.61979  -0.002
C1 -1.20754 0.19981 -1.46958  0.006
O2 -0.07570 0.66097 -1.01232  -0.001
C2 -1.08129 -1.25136 -1.85612  -0.002
C3 -2.02617 -1.80349 -2.70780  -0.001
C4 -1.91365 -3.11663 -3.14163  0.000
C5 -0.84077 -3.87907 -2.71502  0.000
C6 0.09402 -3.34446 -1.83553  0.000
C7 -0.01366 -2.03693 -1.37768  0.000
P1 1.27568 -1.47776 -0.17230  0.000
C8 2.72887 -1.33696 -1.26139  0.000
C9 2.54608 -0.89510 -2.57702  0.000
C10 3.63604 -0.72889 -3.41957  0.000
C11 4.91687 -1.01031 -2.96254  0.000
C12 5.10730 -1.45241 -1.66008  0.000
C13 4.02173 -1.61182 -0.81079  0.000
C14 1.74339 -2.84892 0.93413  0.000
C15 2.31568 -4.02081 0.42022  0.000
C16 2.65471 -5.07407 1.25109  0.000
C17 2.46087 -4.97440 2.62274  0.000
C18 1.94589 -3.80419 3.15640  0.000
C19 1.59338 -2.75685 2.31776  0.000
H1 -2.84413 -1.17877 -3.04082  0.000
H2 -2.64991 -3.53568 -3.81369  0.000
H3 -0.72387 -4.89862 -3.05706  0.000
H4 0.90470 -3.98265 -1.51828  0.000
H5 1.54622 -0.70543 -2.95153  0.000
H6 3.48335 -0.40116 -4.43913  0.000
H7 5.76464 -0.89756 -3.62487  0.000
H8 6.10271 -1.68758 -1.30742  0.000
H9 4.19028 -1.96824 0.19781  0.000
H10 2.53408 -4.11300 -0.63517  0.000
H11 3.08416 -5.97176 0.82740  0.000
H12 2.72847 -5.79800 3.27088  0.000
H13 1.81466 -3.70470 4.22596  0.000
H14 1.18347 -1.87015 2.76372  0.000
N1 2.03224 0.34030 2.52083  0.000
C20 3.23552 1.21375 2.64629  0.000
C21 4.10561 1.13949 1.40108  0.000
C22 3.57612 1.99060 0.25855  0.000
N2 2.31777 1.44151 -0.33093  0.000
H15 1.50111 0.40143 3.38945  0.000
H16 2.34741 -0.63052 2.48712  0.000
H17 3.78675 0.90492 3.53459  0.000
H18 2.88653 2.23344 2.81485  0.000
H19 4.21890 0.10000 1.08022  0.000
H20 5.10612 1.49055 1.65378  0.000
H21 4.30632 2.08924 -0.54431  0.000
H22 3.37714 2.99260 0.63608  0.000
H23 2.59554 0.71301 -0.99241  0.000
H24 1.86930 2.14242 -0.92035  0.000
Br1 -4.30431 -4.81693 2.87726  0.000
C23 -3.25919 -3.28193 2.64154  0.000
C24 -2.93890 -2.84877 1.36243  0.000
C25 -2.14481 -1.72695 1.19905  0.000
C26 -1.68549 -1.02605 2.29685  0.000
C27 -2.01557 -1.45404 3.58164  0.000
C28 -2.79892 -2.58153 3.75143  0.000
N3 -0.84759 0.14288 2.11875  0.000
C29 -1.20626 1.14677 2.83827  0.000
C30 -0.53574 2.43337 2.72380  0.000
C31 -0.79765 3.47813 3.59201  0.000
C32 -0.15301 4.69189 3.39368  0.000
C33 0.69377 4.81648 2.30569  0.000
C34 0.90155 3.72109 1.48110  0.000
N4 0.32586 2.53579 1.69022  0.000
H25 -3.30523 -3.38311 0.49666  0.000
H26 -1.92530 -1.38164 0.20369  0.000
H27 -1.62371 -0.96150 4.46352  0.000
H28 -3.04164 -2.92694 4.74689  0.000
H29 -2.08176 1.08002 3.47534  0.000
H30 -1.49867 3.33961 4.40447  0.000
H31 -0.32319 5.52413 4.06316  0.000
H32 1.19239 5.74959 2.08364  0.000
H33 1.53486 3.80883 0.61068  0.000
N5 -3.98584 3.06697 -1.69373  0.338
C35 -4.62197 3.43191 -2.79893  0.198
C36 -5.65079 4.42460 -2.75313  0.148
C37 -6.30141 4.77051 -3.90007  -0.024
C38 -5.95767 4.15329 -5.11789  0.279
C39 -4.93831 3.18433 -5.17855  -0.032
C40 -4.26989 2.82414 -4.04614  0.135
H34 -4.30299 3.41917 -0.80287  -0.018
H35 -3.29949 2.30298 -1.70387  -0.043
H36 -5.90301 4.88265 -1.80497  -0.001
H37 -7.08304 5.51702 -3.88161  0.003
H38 -6.48778 4.42625 -6.02041  0.007
H39 -4.69364 2.72712 -6.12702  0.002
H40 -3.48660 2.07724 -4.05844  0.009

=====

(3)
C21H57Cl2N5O5 | ωB97M-V/def2-TZVPD

HOMO level (alpha / beta), eV: 0.76 / -6.75
Charge: -1
Spin multiplicity: 2
Max |F|, eV/A: 4.25
M, g/mol: 530.62

Each line ends with the Mulliken spin population.
Atoms and positions in Å:
C1 2.55091 1.27571 4.76634  0.048
C2 2.18930 1.63052 3.29489  -0.236
C3 2.58195 3.08233 2.93621  0.071
O1 2.42831 4.16745 3.90928  -0.138
C4 3.11328 5.39315 3.63104  0.127
N1 2.89370 0.61339 2.48283  0.040
H1 3.63033 1.19653 4.89552  -0.001
H2 2.16223 0.27650 4.96284  -0.029
H3 2.20230 2.14654 5.32152  0.019
H4 1.11115 1.52205 3.17687  0.118
H5 2.19714 3.44540 1.98322  0.093
H6 3.67167 3.06074 2.94823  0.016
H7 4.16316 5.23615 3.87844  0.008
H8 2.79421 6.24160 4.23636  -0.020
H9 2.96171 5.81625 2.63800  -0.005
H10 2.59718 -0.29819 2.80095  0.004
H11 2.68301 0.54798 1.49722  -0.019
C5 -0.28056 5.56863 -0.62991  0.084
C6 1.07334 5.77027 -1.22603  -0.484
C7 1.06807 5.64664 -2.76114  0.329
O2 2.32206 5.29232 -3.39066  -0.269
C8 3.17544 6.29726 -3.47826  0.102
N2 1.68489 6.91210 -0.52982  0.117
H12 -0.23685 5.38479 0.44358  0.158
H13 -0.69874 4.62576 -0.98236  0.076
H14 -1.07221 6.30054 -0.79023  -0.191
H15 1.72988 4.99907 -0.82315  0.110
H16 0.63063 6.50408 -3.27256  -0.058
H17 0.37585 4.82069 -2.92463  0.179
H18 2.66965 7.15215 -3.92707  0.001
H19 3.96788 6.02815 -4.17662  0.020
H20 3.55822 6.64924 -2.52030  -0.039
H21 2.68253 6.90188 -0.68707  -0.031
H22 1.54531 6.67649 0.44234  -0.005
C9 -2.22142 -1.46648 2.41450  0.188
C10 -3.27324 -1.46932 1.33241  -0.203
C11 -4.09541 -0.16273 1.08441  0.636
O3 -3.24225 0.96435 0.88064  -1.173
C12 -4.06478 2.07152 0.42241  1.862
N3 -2.77108 -1.91012 0.02614  0.161
H23 -1.44004 -0.70699 2.38767  0.026
H24 -1.59918 -2.35941 2.47447  0.014
H25 -2.78926 -1.28540 3.32711  -0.061
H26 -3.96928 -2.27433 1.56817  -0.167
H27 -4.67788 0.13418 1.95658  -0.102
H28 -4.64186 -0.33951 0.15800  0.151
H29 -4.48826 1.90941 -0.56880  -0.431
H30 -3.47430 2.98718 0.45384  0.008
H31 -4.88478 2.18148 1.13206  -0.097
H32 -3.39921 -1.82794 -0.76050  -0.131
H33 -1.94063 -1.37170 -0.17527  0.042
C13 -1.42534 -9.19228 -2.21346  0.003
C14 -1.11243 -9.37516 -0.68695  -0.006
C15 -1.34004 -8.09179 0.08493  0.022
O4 -0.91493 -6.97292 -0.67770  -0.090
C16 -1.32785 -5.72433 -0.14701  0.125
N4 -1.81690 -10.45397 -0.04851  0.000
H34 -1.43939 -10.20790 -2.60896  -0.004
H35 -0.58763 -8.74056 -2.74476  0.003
H36 -2.34997 -8.61995 -2.28828  0.001
H37 -0.03548 -9.53878 -0.64808  0.001
H38 -0.84520 -8.10332 1.05607  0.007
H39 -2.39523 -8.05247 0.35535  -0.001
H40 -1.18281 -5.54858 0.91891  0.023
H41 -2.38013 -5.55184 -0.37294  0.000
H42 -0.72977 -4.98846 -0.68450  -0.040
H43 -2.78565 -10.16898 -0.02827  0.000
H44 -1.89560 -11.27999 -0.62437  -0.001
C17 0.03485 1.79439 -2.11605  1.006
C18 -0.34885 1.21047 -0.74218  -1.506
C19 0.49604 0.07425 -0.13338  0.055
O5 0.25576 -1.23863 -0.64919  -0.138
C20 0.78397 -2.32811 0.07265  0.206
N5 -0.52331 2.26891 0.23343  0.442
H45 0.74072 1.09700 -2.56715  0.222
H46 0.55973 2.74842 -2.06691  0.025
H47 -0.81157 1.96201 -2.78207  -0.574
H48 -1.28444 0.69092 -0.94914  0.145
H49 0.22980 -0.04217 0.91718  0.184
H50 1.55926 0.29869 -0.04801  0.001
H51 0.29518 -2.67082 0.98464  0.037
H52 1.84573 -2.10963 0.18677  0.032
H53 0.78331 -3.09661 -0.70034  -0.035
H54 -1.28315 1.95734 0.82138  0.019
H55 -1.05919 2.95480 -0.27891  -0.066
C21 1.86955 -1.25068 -5.01985  -0.024
Cl1 0.70620 -2.05154 -6.08040  -0.044
Cl2 2.61950 -2.38090 -3.95939  -0.052
H56 2.65508 -0.71143 -5.54923  -0.052
H57 1.28636 -0.52344 -4.45496  0.159

=====

(4)
H2NO3S2 | ωB97M-V/def2-TZVPD

HOMO level (alpha / beta), eV: -1.39 / -5.43
Charge: -1
Energy relative to the best compared isomer or geometry (same formula, charge and spin), kJ/mol: 214.8
Spin multiplicity: 3
Max |F|, eV/A: 3.90
M, g/mol: 128.15

Each line ends with the Mulliken spin population.
Atoms and positions in Å:
N1 0.39927 0.01870 -1.52012  0.227
O1 1.23911 -0.67552 0.93058  0.027
O2 -0.14644 0.83488 2.25802  0.012
O3 -1.19664 -0.71890 0.72934  0.062
S1 -0.21123 1.45447 -0.69631  1.307
S2 -0.01156 0.04897 1.03302  0.363
H1 0.44901 -0.69800 -0.65096  0.003
H2 -0.52152 -0.26458 -2.08356  -0.001

=====

Question: Which formula does entry 2 have?
Answer: C40H40BrIrN5O2P